ORCA calculation (ωB97M-V/def2-TZVPD) on the molecule C17H22ClN5O at a distorted geometry.

Geometry as XYZ:
```
46
Properties=species:S:1:pos:R:3:forces:R:3
O -0.6153 2.2773 5.8925 -0.937 0.998 -0.539
Cl 0.5702 -3.3124 -2.3434 -0.080 0.464 -0.284
N -0.8669 1.6264 1.3831 1.552 1.204 1.937
N -1.5057 0.9664 0.5355 -0.351 -2.254 -1.289
C -0.0339 1.6831 5.0040 0.729 0.265 2.775
C 0.2679 -0.2494 1.1775 -1.189 0.219 -0.624
C 0.2513 0.9296 1.8338 -0.459 0.494 0.027
C -0.4465 0.9600 -3.6954 -0.288 -1.586 1.363
C 0.5182 -1.2065 -4.1144 0.439 -1.235 0.822
C -0.8651 0.4647 -2.4467 -0.372 0.537 -0.337
C 0.1375 -1.6801 -2.8469 -0.383 0.501 0.018
C 0.2086 0.0614 -4.5122 0.758 1.122 -1.903
C -0.6095 -0.8586 -1.9899 -0.033 0.740 -0.639
N -0.8609 -0.2386 0.3810 1.209 -0.693 0.321
N 0.2782 0.3827 5.3315 -0.090 -0.061 -1.295
N 1.7727 0.2135 3.5944 0.814 0.007 -1.189
C -0.6390 0.7058 -6.8251 -0.163 0.901 0.118
C -2.6156 -1.7196 -0.6188 -0.024 1.756 -0.431
C 1.5786 -1.6480 5.0812 0.131 -0.213 -0.035
C 0.6492 2.4025 3.8798 0.891 -0.800 -0.959
C 0.6032 0.5514 -5.9137 -0.260 -0.499 -0.417
C 1.2569 1.3875 2.8751 -0.940 0.277 -0.187
C -1.1421 -1.3043 -0.6271 -0.400 0.938 -0.395
C 0.8264 -0.5463 4.3915 0.713 0.470 -0.380
H 0.9950 -1.0264 1.2715 -0.056 -0.484 -0.272
H -0.6169 1.9583 -4.0676 -0.247 0.153 0.353
H 1.1413 -1.8113 -4.7708 -0.284 -0.125 0.195
H -1.4640 1.1538 -1.8410 0.331 -0.477 0.105
H -0.2899 0.0143 6.0541 -0.579 -0.083 0.798
H 2.5493 0.5423 4.1750 -0.340 -0.422 -0.056
H -0.3908 1.1414 -7.8075 0.117 -0.201 0.368
H -1.3889 1.3990 -6.3732 0.521 -0.547 -0.198
H -1.1341 -0.2412 -7.0087 -0.047 -0.221 0.088
H -2.8891 -1.9316 0.3991 -0.337 -0.276 0.338
H -3.2693 -0.9259 -1.0221 0.332 -0.076 0.413
H -2.7843 -2.5409 -1.2743 0.104 -0.959 -0.307
H 0.9258 -2.3551 5.5976 0.079 0.184 0.110
H 2.2998 -1.1998 5.7492 0.136 -0.015 0.516
H 2.1476 -2.1801 4.3312 0.035 -0.310 -0.213
H -0.0309 3.0906 3.4139 -0.437 0.235 -0.212
H 1.5025 3.0015 4.2422 -0.533 -0.264 0.452
H 1.3329 -0.1106 -6.4201 -0.399 0.046 0.458
H 1.1107 1.5095 -5.8506 -0.007 0.239 0.197
H 2.0868 1.8753 2.3324 -0.167 -0.324 0.362
H -0.6121 -2.1954 -0.3275 0.521 0.070 0.356
H 0.0600 -1.0160 3.7699 -0.010 0.307 -0.331
```
Positions in Å, forces in eV/Å.

Charge: 0
HOMO-LUMO gap (eV): 9.758
HOMO (eV): -9.2
E_LUMO (eV): 0.5
SMILES string: CCc1ccc([C@H](C)n2cc([C@H]3CC(=O)N[C@H](C)N3)nn2)c(Cl)c1

***

ORCA calculation (ωB97M-V/def2-TZVPD) on a cluster of 2 separate species, C5H12N2O in total at a distorted geometry.

Geometry as XYZ:
```
20
Properties=species:S:1:pos:R:3:forces:R:3
C 0.3753 -1.5476 -1.4163 0.310 -1.648 1.743
C -1.5736 0.5862 -1.6139 -1.261 -0.272 -1.746
C -0.0674 1.9424 -0.0648 1.267 -1.939 0.525
C 0.6680 -0.9856 2.4642 -2.604 -0.834 -0.230
C -0.3341 0.6351 -0.7779 1.580 -1.463 -0.407
N 0.5421 -0.3013 -0.6729 -1.136 0.845 -0.763
N 1.9855 -0.5821 1.9343 -0.248 1.814 0.307
O 2.2040 0.5753 2.2604 0.173 -1.632 -0.755
H 0.7192 -1.5506 -2.4184 0.544 0.754 -1.142
H 1.0767 -2.2684 -0.9110 -0.849 0.395 -0.410
H -0.6225 -2.0417 -1.4978 0.352 0.660 0.546
H -1.4428 1.3139 -2.4693 -0.279 -0.534 0.945
H -2.4009 0.9116 -0.9966 -0.285 0.567 0.070
H -2.0121 -0.3600 -2.1071 1.513 1.025 0.976
H -0.3940 1.8520 0.9492 -0.267 0.042 0.819
H 0.9725 2.2567 -0.0471 0.242 -0.560 -0.020
H -0.5659 2.7125 -0.5041 -1.774 2.177 -1.249
H 0.7379 -2.0240 2.9301 -0.162 1.256 -0.955
H -0.3059 -0.8693 1.7324 2.960 -0.693 1.233
H 0.4382 -0.2553 3.2268 -0.077 0.041 0.512
```
Positions in Å, forces in eV/Å.

Charge: 0
HOMO-LUMO gap (eV): 9.249
HOMO (eV): -9.0
E_LUMO (eV): 0.2
SMILES string: CN=C(C)C.CN=O

***

ORCA calculation (ωB97M-V/def2-TZVPD) on a structure of composition C37H25FeN8Si at a distorted geometry.

Geometry as XYZ:
```
72
Properties=species:S:1:pos:R:3:forces:R:3
Fe -3.9620 6.0286 19.5561 2.092 -2.550 0.232
C 0.1684 9.6025 23.0641 -1.623 -1.192 -0.233
C 0.2897 10.3264 21.9112 -0.226 -1.794 -2.017
C -0.1702 9.8259 20.6827 -0.661 -0.449 -0.303
C -0.8739 8.6359 20.6127 0.594 -0.039 3.889
C -1.7229 7.9798 19.6916 -0.713 0.364 -2.186
N -2.4194 6.9471 20.2770 0.710 -0.359 0.023
C -1.8867 6.8145 21.5453 -1.004 -0.926 1.126
N -2.0906 5.9024 22.5043 -1.371 -0.931 -1.492
C -2.9584 4.9218 22.2560 -0.256 -0.510 0.832
C -3.1346 3.7949 23.2306 -1.949 -1.580 -3.473
C -2.4181 3.2410 24.2518 -0.974 0.867 0.593
C -2.8314 1.9938 24.7639 0.657 0.711 -0.536
C -3.8348 1.2347 24.2208 -0.509 0.278 -0.929
C -4.5219 1.7323 23.0665 -0.700 -1.971 1.003
C -4.1653 2.9400 22.5845 1.359 2.327 0.747
C -4.6053 3.6344 21.3709 0.330 -0.024 -0.659
N -5.5157 3.1347 20.5717 -0.510 0.003 -0.240
C -5.7480 3.6241 19.3364 0.569 -0.640 0.983
N -5.0615 4.6734 18.7328 -0.142 0.233 -0.805
C -5.3708 4.6861 17.3956 -0.197 0.937 -0.324
N -5.0201 5.5660 16.3901 -0.777 -2.399 1.051
C -3.9709 6.3157 16.5837 0.539 -0.130 0.787
N -3.4421 6.6580 17.8185 0.133 0.219 -0.548
C -2.4225 7.5221 17.5736 0.847 2.630 0.094
N -1.7504 8.3729 18.4337 -0.644 -2.053 0.023
C -2.2397 7.7403 16.1553 -1.047 -2.058 0.879
C -1.4434 8.5344 15.3937 -0.232 0.679 -1.141
C -1.6043 8.5052 14.0189 1.155 -0.248 -0.313
C -2.3837 7.5426 13.3772 -1.364 -0.117 -0.420
C -3.2745 6.7875 14.1482 0.047 -0.440 -0.322
C -3.1562 6.8711 15.5394 -0.785 0.694 -0.721
C -6.2813 3.6021 17.1594 -0.431 -0.156 -0.248
C -6.9209 3.3000 15.9789 -0.229 -0.538 0.090
C -7.8868 2.2874 15.9737 0.982 1.574 -1.172
C -8.1187 1.5703 17.1263 -1.143 -0.460 0.434
C -7.5394 1.9340 18.3286 0.291 -1.191 0.655
C -6.5691 2.9182 18.3702 0.521 1.825 -0.931
N -3.8335 4.7255 21.1382 0.970 1.566 0.942
C -1.0402 7.8905 21.8328 1.403 2.497 -0.017
C -0.5672 8.3914 23.0527 0.400 0.358 0.097
H 0.4765 10.0847 23.9545 0.319 -0.026 1.004
H 0.8354 11.2004 21.8611 0.949 1.897 0.231
H -0.0914 10.3441 19.7536 0.295 0.753 -0.342
H -1.7425 3.9152 24.7507 0.699 -0.408 0.223
H -2.2341 1.6065 25.5407 0.380 -0.511 1.061
H -4.0492 0.2576 24.6611 -0.098 0.329 -0.300
H -5.3299 1.1209 22.5963 0.828 0.693 0.291
H -0.8048 9.2436 15.8290 0.838 0.823 0.604
H -1.0117 9.1816 13.4110 0.027 -0.041 0.041
H -2.4185 7.4723 12.2664 0.042 0.169 0.999
H -4.0523 6.1508 13.6823 0.687 0.332 0.396
H -6.6366 3.8371 15.0873 -0.227 0.168 -0.121
H -8.4204 2.2675 15.0305 -0.270 -0.972 0.186
H -8.8454 0.7465 17.1506 0.258 0.442 -0.130
H -7.8221 1.3378 19.1908 0.201 0.279 0.165
H -0.8444 7.9196 23.9972 0.251 -0.120 -0.359
C -8.8939 8.6029 20.3431 -0.616 -0.972 0.371
Si -7.2471 9.2985 20.9181 -0.913 0.120 -1.641
C -6.8937 10.8492 19.8277 1.126 -0.236 1.205
C -7.4194 9.6885 22.7062 1.287 0.855 0.700
C -5.9587 8.0426 20.5922 2.917 -2.241 -1.978
C -5.1216 7.2619 20.0259 -4.223 3.795 2.844
H -9.6476 9.2147 20.8782 0.028 -0.529 -0.211
H -9.0635 7.4907 20.5141 0.235 1.413 0.215
H -9.0783 8.7288 19.2832 0.136 0.192 -0.329
H -5.7773 10.8045 19.5980 -1.495 0.448 0.102
H -7.1824 11.7807 20.3630 0.505 -0.469 -0.211
H -7.4961 10.8356 18.9339 0.045 -0.235 -0.494
H -7.3586 8.7432 23.2084 0.039 -0.611 0.512
H -8.1450 10.3103 23.2403 -0.312 -0.134 -0.781
H -6.4563 10.1951 22.8982 -0.055 -0.213 0.298
```
Positions in Å, forces in eV/Å.

Charge: -1
HOMO-LUMO gap (spin up / spin down) (eV): 4.903 / 6.431
Multiplicity: 5
HOMO (spin up / spin down) (eV): -2.6 / -5.9
<S²>: 6.07
E_LUMO (spin up / spin down) (eV): 2.3 / 0.6

***

ORCA calculation (ωB97M-V/def2-TZVPD) on a structure of composition C28H30ClN8O7Tl.

Geometry as XYZ:
```
75
Properties=species:S:1:pos:R:3:forces:R:3
Tl 3.6453 2.1509 0.5112 0.049 0.001 -0.001
N 2.4393 0.5903 -1.4636 0.023 -0.024 -0.009
C 3.2756 0.5953 -2.6554 -0.017 0.005 0.004
C 4.7708 0.7618 -2.3603 -0.002 -0.001 -0.021
O 5.5501 0.5586 -3.3142 -0.013 -0.003 0.016
N 5.0840 1.0955 -1.1186 -0.001 0.041 0.020
C 6.5030 1.2107 -0.8507 0.009 0.016 -0.007
C 6.8457 1.4912 0.6243 -0.001 -0.092 0.004
O 8.0478 1.5293 0.9176 -0.003 0.027 -0.004
O 5.8721 1.6365 1.4385 0.000 0.025 0.004
H 2.6941 -0.1697 -0.8430 -0.031 0.017 -0.014
H 1.4515 0.5126 -1.6812 0.013 -0.035 -0.007
H 2.9779 1.4355 -3.2917 -0.005 -0.006 -0.005
H 3.1877 -0.3089 -3.2724 0.007 0.001 0.005
H 6.9712 2.0019 -1.4491 -0.005 0.002 -0.001
H 7.0365 0.2971 -1.1380 -0.001 0.000 0.002
O 0.9377 -5.8299 3.5123 -0.007 0.005 -0.009
N 1.7077 -5.3379 2.7069 0.025 -0.002 0.020
O 2.5987 -5.9594 2.1566 -0.008 0.008 -0.009
C 1.5286 -3.9203 2.3620 -0.007 0.009 0.000
C 0.2581 -3.4683 2.3823 0.003 -0.010 0.002
C -0.0379 -2.1287 2.0027 -0.003 0.011 0.013
C -1.3588 -1.6352 1.9988 0.000 -0.010 0.001
C -1.5861 -0.3488 1.6082 0.062 0.059 -0.016
C -0.4724 0.4253 1.2246 -0.023 0.001 0.038
N 0.7708 0.0009 1.2294 0.007 0.020 -0.004
C 1.0010 -1.2678 1.6171 0.001 -0.023 -0.006
C 2.3761 -1.7502 1.6461 0.036 -0.039 0.021
N 3.3532 -0.8753 1.3338 -0.078 -0.029 -0.005
C 4.6054 -1.2707 1.3830 0.006 0.038 -0.005
C 4.9749 -2.5715 1.7560 0.006 0.000 0.003
C 4.0024 -3.4801 2.0655 -0.004 -0.003 0.002
C 2.6496 -3.0869 2.0101 -0.003 0.002 -0.002
H -0.5431 -4.1343 2.6720 -0.001 -0.001 -0.001
H -2.1731 -2.2861 2.2956 0.000 -0.003 -0.011
H -2.5711 0.0965 1.5546 -0.017 0.006 -0.026
H -0.6336 1.4477 0.8986 0.007 0.003 -0.010
H 5.3459 -0.5169 1.1418 0.013 0.010 -0.001
H 6.0222 -2.8380 1.7947 0.000 0.000 -0.003
H 4.2630 -4.4881 2.3459 0.000 -0.005 -0.001
Cl -8.7707 0.7392 4.0900 0.000 0.000 0.000
C -7.3570 1.0332 3.0866 0.003 0.001 -0.002
C -6.0898 1.1243 3.6857 0.003 0.004 -0.006
C -4.9833 1.3530 2.9193 -0.002 0.004 0.000
C -5.0363 1.5055 1.4790 -0.009 -0.014 -0.012
O -3.9936 1.6934 0.8115 0.049 -0.024 0.056
C -6.3648 1.4140 0.9127 -0.024 0.005 -0.012
C -6.6490 1.5611 -0.5049 0.004 -0.013 -0.004
O -5.8872 1.7885 -1.4232 -0.038 -0.005 0.021
C -7.4798 1.1778 1.7330 -0.003 0.000 -0.003
H -6.0012 1.0136 4.7602 -0.001 0.000 0.000
H -4.0043 1.4315 3.3779 0.000 -0.001 0.002
H -7.7377 1.4428 -0.7295 0.002 0.004 0.001
H -8.4597 1.1114 1.2707 -0.001 -0.001 0.000
C -0.4261 -1.3744 -2.1862 0.036 0.011 0.004
N -0.5372 0.0020 -2.6312 -0.049 0.008 -0.032
C -0.3302 0.1304 -4.0653 0.039 0.012 0.028
C -1.6171 0.7178 -2.0751 0.108 -0.006 0.088
N -2.4574 0.1064 -1.3461 -0.159 -0.094 -0.025
N -1.6147 2.0784 -2.3979 0.019 0.031 -0.092
C -2.7692 2.8327 -1.9344 -0.006 0.000 0.007
C -0.3646 2.8050 -2.2171 -0.011 -0.042 0.024
H 0.5433 -1.7613 -2.5081 0.006 0.003 -0.005
H -1.2247 -2.0068 -2.5941 -0.003 0.000 0.002
H -0.4910 -1.4178 -1.1015 -0.002 -0.005 0.001
H -1.0156 -0.5214 -4.6269 -0.007 -0.003 0.001
H 0.6952 -0.1522 -4.3131 -0.006 0.003 0.004
H -0.4996 1.1546 -4.3835 -0.002 0.030 0.007
H -3.1113 0.7265 -0.8679 -0.019 0.036 -0.006
H -3.6946 2.3184 -2.1852 0.026 0.012 0.009
H -2.7601 3.8068 -2.4269 0.004 0.002 -0.010
H -2.7703 2.9807 -0.8486 0.001 0.005 -0.010
H 0.4795 2.2577 -2.6263 -0.002 -0.001 -0.012
H -0.1548 2.9969 -1.1559 0.014 0.020 -0.008
H -0.4366 3.7659 -2.7298 -0.004 -0.002 0.005
```
Positions in Å, forces in eV/Å.

Charge: -2
HOMO-LUMO gap (eV): 5.833
HOMO (eV): -3.0
E_LUMO (eV): 2.8

***

ORCA calculation (ωB97M-V/def2-TZVPD) on the molecule C2H3NO2 at a distorted geometry.

Geometry as XYZ:
```
8
Properties=species:S:1:pos:R:3:forces:R:3
O -2.2026 0.7254 -0.2307 0.719 -0.253 0.134
C -1.0647 0.3722 -0.3896 0.127 -0.042 0.452
N -0.1266 0.0236 0.6279 -0.117 0.035 -0.340
C 1.1045 -0.3313 0.1107 0.324 -0.084 -0.480
O 1.3364 -0.3020 -1.0787 0.626 -0.217 0.465
H -0.4677 0.2347 -1.3181 -1.181 0.364 -0.013
H -0.2765 -0.0127 1.6328 -0.291 0.132 -0.478
H 1.8760 -0.6515 0.8240 -0.206 0.065 0.260
```
Positions in Å, forces in eV/Å.

Charge: 0
HOMO-LUMO gap (eV): 10.768
HOMO (eV): -10.1
E_LUMO (eV): 0.7
SMILES string: O=CNC=O

***

Ordered ΔE to the lowest compared entry with this formula, charge and spin results: 0.000; 5.186; 0.000; 0.000; 0.354; unit eV.